No. 1
Below is C2H4N2O as an isolated structure, with properties calculated with the ωB97M-V functional and the def2-TZVPD basis.

Properties
- energy above the lowest of the compared OMol25 structures with the same formula, charge and spin (kJ/mol) = 510.1
- gap between HOMO and LUMO (spin up / spin down) (eV) = 9.76 / 9.76
- HOMO level (spin up / spin down) (eV) = -10.459 / -10.460

Each line ends with the natural charge from an NBO analysis.
Cartesian coordinates (Å):
C -1.3511 -2.0774 1.1375  0.238
C 0.3699 0.4733 0.1078  -0.256
N -1.8266 -2.5119 2.0800  -0.428
N -0.7158 -1.4034 -0.6055  -0.200
O -0.7984 -0.0905 -0.4684  -0.329
H 0.0755 1.3864 0.4511  0.201
H 1.1732 0.4640 -0.6512  0.193
H 0.6938 -0.1917 0.9051  0.202
H -1.3442 -1.7184 -1.3638  0.380

---

No. 2
Below is one molecule with the formula C2H4N2O, with properties calculated with the ωB97M-V functional and the def2-TZVPD basis.

Properties
- SMILES = [H]/N=C/NC=O
- energy above the lowest of the compared OMol25 structures with the same formula, charge and spin (kJ/mol) = 161.5
- gap between HOMO and LUMO (eV) = 10.87
- HOMO level (eV) = -9.986

Each line ends with the natural charge from an NBO analysis.
Cartesian coordinates (Å):
H -1.3487 2.1591 1.3510  0.351
N -0.8439 1.2789 1.4458  -0.666
C -0.5020 0.8361 0.3057  0.280
N 0.2009 -0.3537 0.1822  -0.634
C 0.6708 -1.0502 -0.9340  0.414
O 1.2646 -2.1065 -0.7371  -0.604
H -0.7008 1.2995 -0.6620  0.159
H 0.4234 -0.8413 1.0596  0.428
H 0.8355 -1.2219 -2.0112  0.271

---

> Among the records above, which one has the lowest energy above the lowest of the compared OMol25 structures with the same formula, charge and spin?

number 2